Entry 1:
4 unconnected molecules or ions with the total composition C4H19N2O3 at a distorted geometry. Source: OMol25; level of theory: ωB97M-V/def2-TZVPD.

molar mass	143.21	g/mol
net charge	+1
gap between HOMO and LUMO	10.54	eV
HOMO	-13.1	eV
E_LUMO	-2.53	eV
relative energy (zero: lowest compared OMol25 entry of this formula, charge and spin)	146.50	kJ/mol

Element x y z (Å)
C (1.440, -0.562, 0.011)
N (0.525, -1.102, 1.052)
C (0.593, -2.553, 0.991)
C (0.475, -0.169, -1.139)
N (-0.873, 0.427, -0.719)
C (-1.131, 1.652, -1.518)
H (1.980, 0.320, 0.294)
H (2.205, -1.282, -0.301)
H (0.786, -0.672, 1.937)
H (1.515, -3.177, 0.926)
H (0.031, -3.038, 1.788)
H (-0.001, -2.927, 0.168)
H (0.933, 0.630, -1.760)
H (0.397, -0.917, -1.934)
H (-0.751, 0.471, 0.307)
H (-1.489, -0.348, -0.970)
H (-0.230, 2.059, -1.986)
H (-1.786, 1.457, -2.374)
H (-1.609, 2.444, -0.953)
H (-0.147, 0.990, 4.200)
H (0.531, 2.024, 3.432)
O (-0.068, 1.277, 3.277)
H (1.890, 2.837, 0.489)
H (1.556, 4.149, -0.216)
O (1.389, 3.195, -0.248)
H (-3.085, -2.696, -2.026)
H (-1.990, -3.400, -1.531)
O (-2.119, -2.578, -2.040)

Force components x, y, z for each atom (eV/Å):
C -2.08 -0.05 -0.43
N 2.00 0.19 -0.15
C -1.17 -1.87 0.61
C 2.19 1.03 -2.17
N 2.13 -1.27 -0.84
C -0.78 0.95 -0.87
H 0.07 0.52 0.65
H -0.36 0.05 -0.20
H -0.13 -0.63 0.14
H 0.21 1.36 0.15
H 0.05 0.45 0.59
H -0.08 0.33 -0.81
H 0.05 -0.31 0.75
H -0.85 -0.48 0.70
H -0.70 0.23 -0.14
H -0.65 0.24 0.48
H 0.00 -0.20 0.69
H -0.03 -0.51 0.40
H 0.04 -0.15 0.42
H -0.40 -0.38 -0.32
H -0.17 0.01 -0.52
O 0.62 0.32 0.74
H 0.13 0.06 0.06
H -0.06 -0.30 -0.06
O -0.07 0.17 0.02
H -0.03 0.90 -0.65
H 1.05 0.33 -0.20
O -0.97 -0.99 0.96

Entry 2:
A molecular structure, C23H32BeN6O2P2. Source: OMol25; level of theory: ωB97M-V/def2-TZVPD.

molar mass	495.51	g/mol
net charge	+2
gap between HOMO and LUMO	7.21	eV
HOMO	-12.9	eV
E_LUMO	-5.68	eV
relative energy (zero: lowest compared OMol25 entry of this formula, charge and spin)	0.85	kJ/mol

Element x y z (Å)
Be (0.565, -0.174, -0.564)
C (0.142, 1.485, 3.246)
C (-1.088, 0.909, 3.542)
C (-1.711, 0.090, 2.611)
C (-1.083, -0.161, 1.394)
C (0.166, 0.399, 1.058)
C (0.753, 1.234, 2.014)
C (-1.633, -1.064, 0.355)
C (-2.786, -1.862, 0.504)
C (-3.100, -2.763, -0.468)
C (-2.274, -2.898, -1.610)
C (-2.520, -3.849, -2.628)
C (-1.682, -3.947, -3.703)
C (-0.568, -3.085, -3.809)
C (-0.309, -2.149, -2.841)
C (-1.162, -2.041, -1.717)
N (-0.885, -1.129, -0.740)
H (0.617, 2.137, 3.968)
H (-1.567, 1.113, 4.490)
H (-2.678, -0.336, 2.848)
H (1.707, 1.711, 1.807)
H (-3.399, -1.771, 1.388)
H (-3.973, -3.398, -0.370)
H (-3.386, -4.493, -2.543)
H (-1.877, -4.668, -4.485)
H (0.068, -3.146, -4.683)
H (0.531, -1.471, -2.934)
C (2.374, 3.514, -3.663)
N (1.890, 3.935, -2.349)
C (0.563, 4.536, -2.505)
N (-0.399, 3.655, -3.168)
C (0.149, 3.244, -4.459)
N (1.463, 2.605, -4.357)
C (1.381, 1.310, -3.699)
P (0.737, 1.481, -1.967)
C (1.872, 2.831, -1.401)
C (-0.754, 2.512, -2.336)
H (3.349, 3.036, -3.552)
H (2.497, 4.404, -4.280)
H (0.669, 5.438, -3.109)
H (0.177, 4.821, -1.525)
H (0.255, 4.133, -5.081)
H (-0.549, 2.562, -4.949)
H (2.370, 0.844, -3.676)
H (0.718, 0.655, -4.270)
H (2.883, 2.431, -1.286)
H (1.541, 3.188, -0.423)
H (-1.203, 2.857, -1.403)
H (-1.498, 1.900, -2.852)
N (1.972, -4.454, -1.298)
C (3.001, -3.629, -0.569)
P (1.962, -2.369, 0.293)
O (0.769, -3.150, 0.741)
O (1.856, -1.223, -0.683)
C (2.767, -1.828, 1.862)
N (1.659, -1.690, 2.863)
H (1.568, -3.930, -2.085)
H (1.191, -4.614, -0.639)
H (2.346, -5.337, -1.650)
H (3.701, -3.208, -1.286)
H (3.523, -4.283, 0.127)
H (3.287, -0.879, 1.766)
H (3.458, -2.593, 2.214)
H (1.201, -0.764, 2.744)
H (1.986, -1.783, 3.824)
H (0.945, -2.406, 2.650)

Force components x, y, z for each atom (eV/Å):
Be 0.01 -0.04 0.13
C 0.00 -0.03 -0.01
C 0.01 0.02 0.03
C -0.02 -0.05 0.00
C -0.02 0.03 0.02
C 0.05 0.04 -0.03
C -0.01 -0.01 0.00
C 0.07 0.00 -0.06
C -0.05 -0.02 -0.03
C 0.00 0.01 0.04
C 0.03 0.04 -0.02
C 0.00 0.01 0.02
C 0.01 -0.02 -0.02
C -0.01 -0.01 -0.02
C 0.04 0.00 0.00
C -0.07 0.01 0.01
N 0.00 -0.06 0.01
H 0.00 0.01 0.00
H 0.00 0.00 0.00
H 0.00 0.00 0.00
H 0.00 0.02 0.00
H 0.00 0.00 0.00
H 0.00 0.01 0.00
H 0.00 0.00 0.00
H -0.01 0.00 0.00
H 0.01 0.00 -0.01
H -0.01 0.02 -0.01
C 0.04 0.01 0.00
N -0.04 0.02 0.01
C 0.01 -0.02 0.01
N 0.00 0.00 0.04
C 0.02 -0.01 -0.01
N -0.03 0.01 -0.02
C -0.04 0.00 0.01
P 0.13 0.00 -0.08
C 0.00 0.02 -0.02
C -0.03 0.03 -0.04
H 0.00 0.00 0.00
H 0.00 0.00 0.00
H 0.00 0.00 -0.01
H 0.00 0.00 0.00
H 0.00 0.00 0.00
H 0.00 0.00 0.00
H 0.00 0.00 0.01
H 0.00 -0.01 0.00
H -0.01 -0.01 0.01
H -0.01 0.00 0.00
H 0.02 -0.01 0.02
H 0.00 -0.01 0.01
N 0.03 0.08 0.01
C -0.02 0.04 0.01
P 0.06 -0.16 0.13
O -0.02 -0.02 0.01
O -0.04 0.15 -0.13
C -0.01 -0.02 -0.02
N 0.03 -0.01 -0.05
H -0.04 -0.01 -0.03
H 0.00 -0.06 0.00
H -0.01 -0.01 0.03
H -0.01 0.01 0.00
H -0.02 -0.02 -0.01
H -0.01 0.00 0.00
H 0.02 0.02 0.03
H -0.03 0.02 0.01
H -0.01 0.01 0.01
H 0.01 0.00 0.02

Entry 3:
2 unconnected molecules or ions with the total composition C37H36O7 at a distorted geometry. Source: OMol25; level of theory: ωB97M-V/def2-TZVPD.

molar mass	592.69	g/mol
net charge	0
gap between HOMO and LUMO	3.09	eV
HOMO	-5.9	eV
E_LUMO	-2.77	eV

Element x y z (Å)
C (7.051, -1.426, -0.697)
O (6.352, -1.895, 0.482)
C (5.034, -1.575, 0.595)
C (4.351, -2.055, 1.739)
C (3.006, -1.783, 1.894)
C (2.313, -1.049, 0.926)
C (0.843, -0.718, 1.135)
C (0.650, 0.537, 1.870)
C (0.711, 1.780, 1.149)
O (0.836, 1.878, -0.060)
O (0.602, 2.926, 1.910)
C (1.036, 2.803, 3.275)
C (2.540, 2.587, 3.371)
C (0.602, 4.090, 3.984)
O (0.309, 1.728, 3.907)
C (0.370, 0.507, 3.274)
O (0.156, -0.503, 3.926)
C (2.993, -0.531, -0.173)
C (4.342, -0.798, -0.365)
H (8.061, -1.813, -0.561)
H (6.602, -1.829, -1.619)
H (7.062, -0.325, -0.745)
H (4.903, -2.638, 2.471)
H (2.466, -2.115, 2.780)
H (0.372, -0.602, 0.152)
H (0.391, -1.519, 1.726)
H (2.872, 1.671, 2.866)
H (3.048, 3.450, 2.925)
H (2.822, 2.539, 4.428)
H (-0.481, 4.209, 3.889)
H (0.873, 4.033, 5.042)
H (1.102, 4.946, 3.523)
H (2.461, 0.115, -0.871)
H (4.860, -0.410, -1.244)
C (-5.698, -6.344, -0.878)
O (-6.353, -5.062, -1.057)
C (-5.910, -4.030, -0.288)
C (-6.546, -2.776, -0.455)
C (-6.126, -1.692, 0.285)
C (-5.117, -1.831, 1.266)
C (-4.636, -0.702, 2.054)
C (-4.369, 0.522, 1.412)
C (-3.993, 1.683, 2.056)
C (-3.710, 2.926, 1.400)
C (-3.278, 4.040, 2.167)
C (-2.949, 5.244, 1.557)
C (-3.064, 5.381, 0.164)
C (-3.513, 4.301, -0.607)
C (-3.843, 3.092, -0.001)
C (-4.432, -0.881, 3.489)
C (-5.445, -1.480, 4.282)
C (-5.296, -1.629, 5.640)
C (-4.086, -1.226, 6.258)
O (-3.990, -1.407, 7.603)
C (-2.754, -0.996, 8.236)
C (-3.048, -0.667, 5.477)
C (-3.245, -0.472, 4.121)
C (-4.513, -3.095, 1.439)
C (-4.864, -4.176, 0.655)
H (-6.231, -6.997, -1.568)
H (-4.630, -6.289, -1.144)
H (-5.799, -6.709, 0.157)
H (-7.352, -2.701, -1.181)
H (-6.599, -0.720, 0.149)
H (-4.510, 0.530, 0.332)
H (-3.959, 1.695, 3.144)
H (-3.210, 3.926, 3.250)
H (-2.604, 6.082, 2.165)
H (-2.809, 6.326, -0.315)
H (-3.606, 4.400, -1.689)
H (-4.204, 2.259, -0.602)
H (-6.372, -1.792, 3.803)
H (-6.079, -2.058, 6.261)
H (-2.915, -1.237, 9.287)
H (-1.894, -1.558, 7.836)
H (-2.579, 0.084, 8.107)
H (-2.095, -0.385, 5.929)
H (-2.435, -0.032, 3.540)
H (-3.712, -3.213, 2.170)
H (-4.350, -5.133, 0.772)

Force components x, y, z for each atom (eV/Å):
C -0.45 -0.29 0.79
O 0.64 0.23 -0.75
C -1.09 0.37 -0.18
C 0.69 0.24 -0.73
C -0.14 0.14 -0.25
C -0.34 0.30 0.07
C 0.35 -0.64 -0.48
C -0.38 1.77 1.13
C 0.15 -1.61 0.54
O -0.17 0.53 -0.14
O 0.29 0.59 0.60
C -0.85 -0.26 -0.31
C 0.17 0.06 0.06
C 0.10 -0.40 -0.23
O 0.27 0.78 0.38
C 0.53 0.05 -2.06
O -0.41 -0.27 0.90
C -0.12 -0.13 0.09
C 0.73 -0.51 0.59
H -0.07 0.14 -0.19
H 0.12 0.08 0.31
H 0.01 -0.33 0.05
H -0.03 0.09 -0.10
H 0.14 -0.02 -0.18
H -0.07 -0.34 0.09
H -0.14 -0.06 -0.29
H -0.19 0.24 0.12
H -0.08 -0.18 0.01
H -0.05 -0.06 -0.16
H 0.16 -0.03 0.01
H -0.05 0.02 -0.14
H -0.07 -0.12 0.06
H 0.07 -0.23 0.15
H -0.21 -0.09 0.32
C -0.24 0.41 -0.11
O 0.61 0.13 0.59
C 0.25 -0.17 0.24
C 0.22 -0.59 -0.06
C 0.29 0.01 0.15
C -0.14 -0.33 -0.09
C 0.06 0.30 0.40
C -0.17 -0.08 -0.09
C -0.43 -0.13 -0.13
C 0.20 0.79 -0.39
C -0.11 -0.36 -0.17
C -0.08 0.00 -0.19
C -0.06 -0.41 0.41
C -0.13 -0.20 0.12
C 0.25 0.20 0.22
C 0.11 -0.15 0.09
C 0.10 -0.14 -0.40
C 0.48 0.14 0.38
C 0.32 0.17 -0.09
O 0.42 0.25 -0.73
C -0.32 -0.14 -0.16
C -0.34 -0.13 0.57
C 0.08 0.12 -0.09
C -0.03 0.35 0.24
C -0.58 -0.10 -0.51
H 0.20 -0.04 0.16
H -0.40 0.03 0.02
H -0.07 0.17 -0.37
H 0.17 0.02 0.16
H 0.04 -0.21 0.00
H 0.24 -0.02 0.27
H 0.09 -0.06 -0.16
H 0.10 0.07 -0.29
H -0.10 -0.27 -0.22
H -0.03 -0.25 0.12
H 0.03 0.00 0.33
H 0.18 0.31 0.02
H 0.19 0.02 0.10
H 0.13 0.10 -0.15
H 0.18 0.10 -0.13
H -0.35 0.15 0.14
H -0.13 -0.37 0.05
H -0.31 -0.11 -0.34
H -0.04 -0.25 0.10
H -0.21 0.11 -0.13
H -0.18 0.48 0.01

Entry 4:
A molecular structure, C4H5CoLiO3 at a distorted geometry. Source: OMol25; level of theory: ωB97M-V/def2-TZVPD.

molar mass	166.96	g/mol
expectation value of S²	6.02
net charge	+3
gap between HOMO and LUMO (alpha / beta)	9.30 / 7.69	eV
HOMO (alpha / beta)	-24.4 / -24.4	eV
2S+1	5
E_LUMO (alpha / beta)	-15.11 / -16.75	eV

Element x y z (Å)
Co (0.563, 2.024, -0.593)
O (-1.066, 0.672, -0.279)
C (-2.200, 0.484, 0.601)
H (-3.022, 0.080, 0.004)
H (-1.945, -0.243, 1.379)
H (-2.402, 1.476, 1.010)
C (2.499, 0.037, 0.250)
C (1.488, -0.436, -0.491)
O (0.846, 0.360, -1.461)
C (-0.399, -0.403, -0.704)
O (-0.792, -1.536, -0.588)
Li (0.604, -2.912, -0.221)
H (2.686, -0.457, 1.204)
H (3.139, 0.853, -0.113)

Force components x, y, z for each atom (eV/Å):
Co -0.35 1.03 0.41
O 2.92 0.19 -1.25
C -1.84 -0.43 1.17
H 0.04 0.32 0.03
H 0.12 0.27 -0.05
H -0.16 -0.27 -0.09
C -0.82 -0.96 0.39
C 2.11 2.89 0.19
O -1.61 -3.45 0.05
C -2.95 0.03 0.35
O 1.88 1.61 -1.06
Li -0.09 -1.13 -0.10
H 0.52 0.22 -0.02
H 0.23 -0.31 -0.02